Run a
A cluster of 4 separate species, H8O4 in total. Source: the OMol25 dataset; level of theory: ωB97M-V with the def2-TZVPD basis set.

Each line ends with the natural charge from an NBO analysis.
Cartesian coordinates (Å):
H 1.6530 0.3184 0.4406  0.470
H 0.4320 0.1416 -0.4827  0.465
H 0.5528 -3.1235 0.2671  0.463
H 1.8771 -2.8122 -0.2581  0.470
H -0.9343 4.5583 0.1860  0.463
H -0.2413 3.7477 -0.8487  0.467
H -2.2895 -1.5375 1.2115  0.471
H -1.4209 -1.7898 -0.0271  0.474
O 1.3845 0.3213 -0.5568  -0.934
O 0.9471 -2.4404 -0.1789  -0.933
O -0.4842 4.6338 -0.6680  -0.930
O -1.4764 -2.0177 0.9149  -0.945

Summary:
HOMO level = -11.06 eV
Kohn-Sham gap = 0.42035 hartree
LUMO level = 0.37 eV
SMILES = O.O.O.O
Net charge = 0

***

Run b
A cluster of 4 separate species, H8O4 in total. Source: the OMol25 dataset; level of theory: ωB97M-V with the def2-TZVPD basis set.

Each line ends with the natural charge from an NBO analysis.
Cartesian coordinates (Å):
O -1.6793 -0.7429 -1.7295  -0.945
H -1.4093 -0.4059 -0.8905  0.481
H -1.9183 -1.5949 -1.4515  0.458
O -0.9283 0.1051 0.7925  -0.976
H -1.3903 0.0261 1.6255  0.480
H -0.3413 0.8321 0.8775  0.505
O 1.1677 -1.3359 -1.1805  -0.957
H 1.0637 -1.7609 -0.3195  0.463
H 0.3237 -0.9279 -1.3645  0.481
O 1.3007 1.9951 1.1385  -0.943
H 2.0997 1.7761 0.5595  0.486
H 1.7117 2.0341 1.9425  0.466

Summary:
HOMO level = -10.88 eV
Kohn-Sham gap = 0.41533 hartree
LUMO level = 0.42 eV
SMILES = O.O.O.O
Net charge = 0

***

Run c
A cluster of 4 separate species, H8O4 in total. Source: the OMol25 dataset; level of theory: ωB97M-V with the def2-TZVPD basis set.

Each line ends with the natural charge from an NBO analysis.
Cartesian coordinates (Å):
O 1.4909 0.3890 1.2365  -1.000
H 2.2621 -0.1699 1.5207  0.472
H 1.4981 0.2708 0.2589  0.498
O 1.1509 0.5256 -1.3152  -0.974
H 1.1322 1.4868 -1.5554  0.487
H 0.2658 0.1671 -1.4748  0.509
O -1.4031 -0.7459 -1.4096  -0.972
H -1.7804 -0.3030 -0.5752  0.502
H -1.0129 -1.5653 -1.1254  0.482
O -1.3379 -0.4352 1.4489  -0.976
H -0.4071 -0.0587 1.5692  0.512
H -1.8588 0.4386 1.4214  0.460

Summary:
HOMO level = -11.31 eV
Kohn-Sham gap = 0.43898 hartree
LUMO level = 0.63 eV
SMILES = O.O.O.O
Net charge = 0

***

Short version: run a is the least stable of them.

***

Run a
A cluster of 4 separate species, H8O4 in total. Source: the OMol25 dataset; level of theory: ωB97M-V with the def2-TZVPD basis set.

Each line ends with the natural charge from an NBO analysis.
Cartesian coordinates (Å):
O 0.9555 0.6066 -0.2203  -0.973
H 1.1589 1.4743 -0.5808  0.473
H 0.0649 0.6851 0.1546  0.498
O -1.4621 1.0952 1.3499  -0.961
H -1.9553 1.9010 1.1641  0.487
H -1.0175 1.2623 2.1884  0.488
O -2.1110 -1.5705 -0.2164  -0.939
H -1.8757 -1.0888 0.5838  0.475
H -2.0127 -0.9279 -0.9242  0.464
O 2.6302 -1.4418 -1.3904  -0.961
H 2.0869 -0.7764 -0.9395  0.493
H 3.5378 -1.2190 -1.1693  0.458

Summary:
HOMO level = -10.63 eV
Kohn-Sham gap = 0.39214 hartree
LUMO level = 0.04 eV
SMILES = O.O.O.O
Net charge = 0

***

Run b
A cluster of 4 separate species, H8O4 in total. Source: the OMol25 dataset; level of theory: ωB97M-V with the def2-TZVPD basis set.

Each line ends with the natural charge from an NBO analysis.
Cartesian coordinates (Å):
O 0.1621 -0.2062 -1.8022  -0.970
H -0.4129 0.5486 -1.9811  0.494
H 0.0139 -0.8092 -2.5417  0.482
O 2.7058 -1.5158 -0.8506  -0.949
H 2.8271 -2.4298 -1.1300  0.465
H 1.8426 -1.2490 -1.2038  0.479
O -2.5573 0.9035 2.8185  -0.953
H -3.1073 0.3398 2.2658  0.464
H -1.8164 1.1511 2.2468  0.485
O -0.2644 1.0143 0.7993  -0.968
H 0.3470 0.4937 0.2592  0.496
H 0.2596 1.7589 1.1197  0.474

Summary:
HOMO level = -10.89 eV
Kohn-Sham gap = 0.41004 hartree
LUMO level = 0.27 eV
SMILES = O.O.O.O
Net charge = 0

***

Short version: run b is the least stable of them.

***

Run a
A cluster of 4 separate species, H8O4 in total. Source: the OMol25 dataset; level of theory: ωB97M-V with the def2-TZVPD basis set.

Each line ends with the natural charge from an NBO analysis.
Cartesian coordinates (Å):
O 17.5876 1.7144 -6.2593  -0.937
H 17.5399 1.0000 -6.8946  0.468
H 18.3963 1.5507 -5.7742  0.470
O 15.7998 1.5378 -3.1660  -0.949
H 15.5857 2.1928 -3.8304  0.464
H 16.6947 1.2690 -3.3737  0.478
O 20.0764 -1.0754 -1.4394  -0.953
H 19.2627 -1.5792 -1.4579  0.479
H 20.7431 -1.7062 -1.1676  0.489
O 18.2795 0.4334 -2.6927  -0.965
H 18.0587 -0.1776 -3.3956  0.459
H 19.0729 0.0701 -2.2993  0.496

Summary:
HOMO level = -10.60 eV
Kohn-Sham gap = 0.40215 hartree
LUMO level = 0.34 eV
SMILES = O.O.O.O
Net charge = 0

***

Run b
A cluster of 4 separate species, H8O4 in total. Source: the OMol25 dataset; level of theory: ωB97M-V with the def2-TZVPD basis set.

Each line ends with the natural charge from an NBO analysis.
Cartesian coordinates (Å):
H 0.4986 -0.5254 1.7247  0.479
H -0.8822 -1.0340 0.9934  0.482
H 0.1521 4.5136 0.0008  0.470
H -0.4676 3.2949 0.7123  0.468
H 5.0946 -0.7462 -0.0142  0.468
H 3.9262 -1.5667 -0.5460  0.470
H -5.0510 -1.9682 -0.3663  0.477
H -4.8793 -0.7985 -1.3712  0.465
O -0.0359 -1.2976 1.3473  -0.961
O 0.0083 3.5661 -0.0922  -0.938
O 4.7694 -1.2353 -0.7562  -0.938
O -4.5407 -1.1794 -0.6406  -0.942

Summary:
HOMO level = -11.45 eV
Kohn-Sham gap = 0.43903 hartree
LUMO level = 0.50 eV
SMILES = O.O.O.O
Net charge = 0

***

Short version: run b is the least stable of them.